Here is a molecular structure, C2H2F3NO2 from the Open Molecules 2025 dataset. Energies are from wB97M-V/def2-TZVPD.

Positions of all 10 atoms, in Å:
1 C -1.449 -1.356 -0.088
2 C -3.145 -1.907 0.705
3 N -0.144 0.338 -0.845
4 O -0.626 -2.226 -0.030
5 O -1.372 -0.142 -0.383
6 F -3.237 -1.316 1.857
7 F -3.243 -3.198 0.896
8 F -4.220 -1.547 -0.110
9 H 0.311 0.707 -0.043
10 H 0.433 -0.317 -1.450

Values from the calculation:
**Kohn-Sham gap**: 11.316 eV
**E_HOMO**: -10.7 eV
**2S+1**: 1

---

Here is 2 unconnected molecules or ions with the total composition C2H2F4O from the Open Molecules 2025 dataset. Energies are from wB97M-V/def2-TZVPD.

Positions of all 9 atoms, in Å:
1 O -1.514 1.885 -2.218
2 C -0.834 1.048 -1.798
3 F -1.190 -0.130 -1.316
4 F 0.480 1.102 -1.575
5 F 0.888 -1.809 0.466
6 C 0.691 -0.768 1.414
7 F -0.596 -0.424 1.385
8 H 0.795 -1.094 2.467
9 H 1.280 0.190 1.176

Values from the calculation:
**Kohn-Sham gap**: 13.215 eV
**E_HOMO**: -12.5 eV
**SMILES string**: O=C(F)F.FCF
**2S+1**: 1

---

Number 1: maximum force 7.1 eV/Å, calculated total energy -582.14619 Eh. Number 2: maximum force 2.4 eV/Å, calculated total energy -552.10241 Eh.